# 1
C6H9N | wB97M-V/def2-TZVPD

Each line ends with the Löwdin charge.
CARTESIAN COORDINATES (ANGSTROEM)
C 1.52 -0.71 1.15  -0.021
C 0.40 -0.33 0.23  -0.176
C 0.28 1.03 -1.42  -0.028
C -0.15 1.03 -0.01  -0.311
C -1.53 0.28 0.14  -0.173
N -1.70 -0.60 -0.96  0.052
C -0.85 -1.09 0.09  -0.195
H 1.37 -0.28 2.16  0.097
H 2.47 -0.31 0.80  0.087
H 1.61 -1.80 1.27  0.080
H 1.33 1.08 -1.66  0.039
H -0.34 1.58 -2.15  0.065
H 0.00 1.87 0.67  0.132
H -2.32 0.56 0.82  0.136
H -1.04 -0.22 -1.69  0.076
H -1.03 -2.07 0.54  0.141

Total charge = 0
Relative energy (zero: lowest compared OMol25 entry of this formula, charge and spin) = 136.3 kcal/mol
E_LUMO (spin up / spin down) = 0.330 / 0.447 eV
Highest occupied orbital energy (spin up / spin down) = -7.124 / -7.358 eV
E_tot = -7852.2474 eV

# 2
C6H9N | wB97M-V/def2-TZVPD

Each line ends with the Löwdin charge.
CARTESIAN COORDINATES (ANGSTROEM)
C 2.29 0.96 1.82  -0.111
C 1.75 -0.10 0.96  -0.081
C 1.09 -0.75 0.17  -0.045
C -0.01 -1.35 -0.59  -0.169
C -1.25 -0.57 -0.22  -0.361
C -1.53 0.76 -0.78  -0.147
N -2.29 -0.41 -1.23  0.018
H 2.50 1.87 1.24  0.081
H 3.19 0.70 2.36  0.064
H 1.54 1.18 2.59  0.076
H -0.14 -2.40 -0.29  0.113
H 0.13 -1.34 -1.68  0.121
H -1.54 -0.71 0.82  0.142
H -0.87 1.20 -1.53  0.106
H -2.01 1.47 -0.11  0.102
H -3.22 -0.43 -0.82  0.088

Total charge = 0
Relative energy (zero: lowest compared OMol25 entry of this formula, charge and spin) = 69.9 kcal/mol
E_LUMO = 0.986 eV
Highest occupied orbital energy = -9.444 eV
E_tot = -7855.1272 eV

# 3
C6H9N | wB97M-V/def2-TZVPD

Each line ends with the Löwdin charge.
CARTESIAN COORDINATES (ANGSTROEM)
C 2.11 -0.68 -0.36  -0.152
C 1.67 0.73 -0.10  -0.284
C 0.44 0.78 0.82  -0.196
N -0.89 0.96 0.00  0.063
C -1.87 0.18 0.03  -0.372
C -3.12 -0.06 -0.61  0.049
C -2.70 -1.04 0.25  0.089
H 1.33 -1.22 -0.92  0.059
H 2.92 -0.68 -1.14  0.071
H 2.37 -1.45 0.50  0.111
H 1.39 1.22 -1.09  0.130
H 2.37 1.39 0.33  0.076
H 0.36 -0.01 1.63  0.124
H 0.47 1.64 1.40  0.058
H -3.79 0.19 -1.42  0.094
H -3.07 -1.96 0.68  0.081

Total charge = 0
Relative energy (zero: lowest compared OMol25 entry of this formula, charge and spin) = 101.1 kcal/mol
E_LUMO = 1.021 eV
Highest occupied orbital energy = -8.732 eV
E_tot = -7853.7744 eV

# 4
C6H9N | wB97M-V/def2-TZVPD

Each line ends with the Löwdin charge.
CARTESIAN COORDINATES (ANGSTROEM)
C -2.02 -0.57 -0.27  -0.020
C -1.22 0.44 0.90  -0.179
C -0.59 1.70 0.62  -0.088
C 0.70 1.45 0.13  -0.056
C 0.90 0.07 0.09  -0.338
C 2.00 -0.78 -0.44  -0.029
N -0.18 -0.46 0.66  -0.047
H -2.71 -1.18 0.29  0.044
H -2.46 0.18 -0.91  0.050
H -1.47 -1.27 -0.97  0.085
H -0.97 2.70 0.83  0.090
H 1.47 2.16 -0.15  0.100
H 1.75 -1.27 -1.40  0.082
H 2.88 -0.17 -0.60  0.076
H 2.24 -1.58 0.27  0.079
H -0.32 -1.41 0.96  0.152

Total charge = 0
Relative energy (zero: lowest compared OMol25 entry of this formula, charge and spin) = 84.8 kcal/mol
E_LUMO = 0.881 eV
Highest occupied orbital energy = -7.664 eV
E_tot = -7854.4839 eV

# 5
C6H9N | wB97M-V/def2-TZVPD

Each line ends with the Löwdin charge.
CARTESIAN COORDINATES (ANGSTROEM)
C -2.43 -0.54 -1.66  -0.091
C -1.93 0.28 -0.44  -0.112
C -0.69 0.63 -0.24  -0.121
C 0.33 1.11 0.43  -0.177
N 1.02 0.32 1.37  -0.108
C 2.44 0.19 1.12  -0.150
C 1.53 -0.97 0.93  -0.137
H -2.85 0.12 -2.41  0.061
H -3.18 -1.32 -1.46  0.062
H -1.58 -1.06 -2.15  0.076
H -1.95 1.21 0.33  0.167
H 0.61 2.15 0.38  0.118
H 3.07 0.27 2.00  0.098
H 2.83 0.66 0.22  0.106
H 1.32 -1.28 -0.09  0.106
H 1.48 -1.76 1.67  0.101

Total charge = 0
Relative energy (zero: lowest compared OMol25 entry of this formula, charge and spin) = 124.8 kcal/mol
E_LUMO = 1.034 eV
Highest occupied orbital energy = -7.704 eV
E_tot = -7852.7481 eV

# 6
C6H9N | wB97M-V/def2-TZVPD

Each line ends with the Löwdin charge.
CARTESIAN COORDINATES (ANGSTROEM)
C 2.62 0.82 1.87  -0.116
C 1.69 0.15 0.95  -0.085
C 0.94 -0.40 0.19  -0.045
C 0.02 -1.08 -0.75  -0.204
C -1.42 -0.76 -0.42  -0.220
C -1.85 0.82 -1.09  -0.100
N -2.37 -0.44 -1.36  -0.084
H 2.68 1.89 1.67  0.074
H 3.63 0.40 1.78  0.074
H 2.30 0.69 2.91  0.074
H 0.24 -2.16 -0.73  0.109
H 0.19 -0.71 -1.76  0.114
H -1.78 -1.29 0.50  0.140
H -1.57 1.39 -2.01  0.090
H -2.01 1.45 -0.23  0.066
H -3.30 -0.78 -1.52  0.114

Total charge = 0
Relative energy (zero: lowest compared OMol25 entry of this formula, charge and spin) = 110.0 kcal/mol
E_LUMO = 1.129 eV
Highest occupied orbital energy = -8.851 eV
E_tot = -7853.3889 eV

# 7
C6H9N2 | wB97M-V/def2-TZVPD

Each line ends with the Löwdin charge.
CARTESIAN COORDINATES (ANGSTROEM)
C -0.31 1.11 -2.70  0.080
N -0.03 0.09 -2.03  0.087
C 0.25 -0.07 -0.63  -0.081
N 1.34 -0.79 -0.49  0.093
C 1.50 -1.29 0.89  -0.104
C 0.46 -0.63 1.68  -0.037
C -0.42 0.00 0.90  -0.087
C -1.75 0.77 1.19  -0.004
H -0.60 0.90 -3.65  0.066
H -0.11 2.11 -2.41  0.102
H 1.86 -0.93 -1.36  0.184
H 0.97 -2.39 0.82  0.217
H 2.47 -1.20 1.37  0.137
H 0.44 -0.63 2.70  0.116
H -1.97 0.79 2.24  0.078
H -1.56 1.81 0.82  0.097
H -2.53 0.34 0.65  0.057

Total charge = +1
Relative energy (zero: lowest compared OMol25 entry of this formula, charge and spin) = 76.4 kcal/mol
E_LUMO = -4.486 eV
Highest occupied orbital energy = -14.404 eV
E_tot = -9338.9422 eV

# 8
C6H9N2 | wB97M-V/def2-TZVPD

Each line ends with the Löwdin charge.
CARTESIAN COORDINATES (ANGSTROEM)
C -0.83 -0.08 2.73  0.197
C 2.25 1.60 -0.82  -0.062
C 0.87 0.71 1.12  -0.055
C -0.92 -1.12 -1.74  -0.207
C -1.24 -1.91 -0.51  -0.026
C -1.81 -0.71 -0.66  -0.084
N -0.05 0.64 1.97  0.132
N 1.42 0.94 0.10  0.138
H -0.66 -1.14 2.87  0.116
H -1.58 0.40 3.30  0.098
H 1.60 2.02 -1.77  0.166
H 2.89 2.39 -0.33  0.114
H 0.02 -0.53 -1.94  0.068
H -1.28 -1.20 -2.77  0.086
H -1.13 -2.85 -0.03  0.085
H 3.02 0.84 -1.24  0.124
H -2.58 0.00 -0.29  0.111

Total charge = +1
Relative energy (zero: lowest compared OMol25 entry of this formula, charge and spin) = 163.7 kcal/mol
E_LUMO = -6.186 eV
Highest occupied orbital energy = -12.513 eV
E_tot = -9335.1552 eV

# 9
C6H9N2O | wB97M-V/def2-TZVPD

Each line ends with the Löwdin charge.
CARTESIAN COORDINATES (ANGSTROEM)
N -1.86 -1.41 0.35  0.202
C -0.89 -0.65 -0.11  -0.206
C 0.41 -1.19 -0.72  -0.085
C 1.41 -0.89 0.32  -0.083
C 1.80 0.38 0.60  -0.088
C 1.26 1.55 0.02  -0.082
C -0.02 1.72 -0.28  -0.024
N -1.10 0.73 -0.16  -0.081
O -2.19 1.40 0.33  0.058
H -2.46 -0.97 1.07  0.140
H -1.90 -2.49 0.48  0.196
H 0.62 -0.35 -1.44  0.141
H 0.36 -2.26 -1.10  0.163
H 1.69 -1.72 1.01  0.138
H 2.57 0.35 1.35  0.121
H 1.94 2.51 0.01  0.174
H -0.46 2.77 -0.47  0.167
H -2.83 1.53 -0.39  0.151

Total charge = +1
Relative energy (zero: lowest compared OMol25 entry of this formula, charge and spin) = 53.7 kcal/mol
E_LUMO = -3.566 eV
Highest occupied orbital energy = -13.230 eV
E_tot = -11386.0018 eV

# 10
C6H9N2O2 | wB97M-V/def2-TZVPD

Each line ends with the Löwdin charge.
CARTESIAN COORDINATES (ANGSTROEM)
C 1.10 0.10 -2.51  -0.062
C -0.03 1.17 -2.43  -0.809
O -1.17 0.66 -2.27  -0.127
O 0.31 2.36 -2.45  -0.092
H 1.60 -0.03 -1.55  0.055
H 1.87 0.42 -3.23  0.051
H 0.74 -0.76 -3.09  0.053
C -0.14 -2.10 2.08  -0.071
C -0.33 1.44 1.89  -0.235
C -0.59 -0.18 0.47  -0.077
C -0.18 -0.67 1.68  -0.374
N -0.67 1.18 0.60  0.087
N -0.01 0.37 2.56  0.068
H -1.15 1.79 -0.05  0.139
H -0.35 2.43 2.33  0.103
H -0.65 -0.63 -0.49  0.096
H 0.12 -2.70 1.20  0.070
H -1.11 -2.48 2.42  0.065
H 0.60 -2.38 2.83  0.062

Total charge = -1
Relative energy (zero: lowest compared OMol25 entry of this formula, charge and spin) = 18.6 kcal/mol
E_LUMO = 3.743 eV
Highest occupied orbital energy = -4.488 eV
E_tot = -13444.9549 eV